Record 1
{"formula": "C14H33N9O14S2Si", "method": "ωB97M-V/def2-TZVPD", "homo_energy_ev": -8.9311, "e_tot_ev": -86656.844, "e_lumo_ev": -0.758, "fmax_ev_per_a": 0.54, "total_charge": 0, "smiles": "[SiH3]CCCSC(=S)n1ccnc1.C[N+](=O)[O-].C[N+](=O)[O-].C[N+](=O)[O-].C[N+](=O)[O-].C[N+](=O)[O-].C[N+](=O)[O-].C[N+](=O)[O-]", "homo_lumo_gap_ev": 8.173, "elements": ["Si", "C", "C", "C", "S", "C", "S", "N", "C", "C", "N", "C", "H", "H", "H", "H", "H", "H", "H", "H", "H", "H", "H", "H", "C", "N", "O", "O", "H", "H", "H", "C", "N", "O", "O", "H", "H", "H", "C", "N", "O", "O", "H", "H", "H", "C", "N", "O", "O", "H", "H", "H", "C", "N", "O", "O", "H", "H", "H", "C", "N", "O", "O", "H", "H", "H", "C", "N", "O", "O", "H", "H", "H"], "xyz": [[1.583, -2.256, 2.759], [2.436, -1.862, 1.115], [3.336, -0.625, 1.043], [2.777, 0.660, 1.626], [1.263, 1.152, 0.779], [0.002, 0.586, 1.869], [-0.016, 0.884, 3.464], [-0.977, -0.153, 1.213], [-2.177, -0.610, 1.741], [-2.780, -1.311, 0.760], [-1.990, -1.318, -0.379], [-0.939, -0.630, -0.088], [2.099, -1.401, 3.853], [1.753, -3.677, 3.121], [0.140, -1.961, 2.637], [1.682, -1.822, 0.326], [3.057, -2.733, 0.888], [3.554, -0.427, -0.005], [4.294, -0.833, 1.525], [3.458, 1.494, 1.447], [2.614, 0.625, 2.703], [-2.480, -0.402, 2.751], [-3.730, -1.816, 0.793], [-0.121, -0.444, -0.764], [-3.565, 2.598, 2.845], [-4.887, 2.110, 2.365], [-5.669, 2.926, 1.919], [-5.099, 0.921, 2.456], [-3.532, 3.673, 2.717], [-3.479, 2.315, 3.889], [-2.800, 2.097, 2.258], [1.597, 5.138, 0.791], [2.688, 4.340, 1.410], [2.656, 4.159, 2.607], [3.540, 3.906, 0.659], [0.917, 5.444, 1.576], [2.058, 5.989, 0.300], [1.111, 4.495, 0.063], [-1.986, -6.025, 4.429], [-1.200, -4.760, 4.407], [-1.626, -3.837, 3.746], [-0.179, -4.742, 5.061], [-2.862, -5.890, 3.807], [-1.340, -6.811, 4.053], [-2.250, -6.219, 5.464], [-0.873, -3.249, -3.011], [0.112, -4.206, -3.588], [1.290, -4.020, -3.359], [-0.331, -5.115, -4.257], [-0.333, -2.505, -2.440], [-1.414, -2.804, -3.840], [-1.550, -3.812, -2.379], [4.095, -2.155, -3.659], [3.855, -1.159, -2.582], [2.730, -1.057, -2.139], [4.808, -0.503, -2.213], [3.158, -2.651, -3.882], [4.467, -1.599, -4.512], [4.840, -2.855, -3.293], [5.563, 1.307, -6.475], [4.354, 0.567, -6.936], [3.891, 0.841, -8.017], [3.908, -0.272, -6.175], [5.839, 2.015, -7.246], [5.301, 1.801, -5.544], [6.343, 0.572, -6.302], [-7.215, 4.875, -0.138], [-8.009, 6.107, 0.127], [-7.405, 7.133, 0.360], [-9.216, 5.998, 0.091], [-6.165, 5.128, -0.069], [-7.493, 4.138, 0.608], [-7.483, 4.528, -1.131]], "forces_ev_per_angstrom": [[-0.209, 0.121, -0.013], [0.120, -0.150, 0.250], [0.081, -0.049, -0.222], [0.373, 0.307, 0.244], [-0.087, 0.194, -0.225], [0.049, -0.055, 0.056], [-0.172, 0.055, 0.010], [-0.155, 0.233, -0.114], [-0.172, 0.049, 0.318], [0.056, 0.018, -0.077], [-0.228, -0.212, -0.216], [0.066, -0.052, -0.179], [0.130, -0.115, 0.025], [0.064, -0.038, -0.047], [0.084, -0.248, 0.045], [-0.028, 0.005, 0.027], [-0.028, -0.010, -0.116], [0.157, -0.033, 0.012], [-0.027, 0.068, 0.126], [0.068, -0.072, -0.001], [-0.226, -0.005, -0.053], [0.117, 0.013, 0.009], [-0.004, 0.005, 0.014], [0.096, 0.063, 0.148], [0.006, 0.109, 0.005], [-0.012, -0.023, 0.024], [0.027, 0.042, -0.048], [0.000, -0.032, 0.019], [-0.029, 0.005, -0.007], [0.040, -0.053, -0.006], [-0.003, -0.057, 0.026], [-0.052, 0.022, 0.072], [-0.033, -0.086, -0.003], [0.007, 0.009, 0.022], [0.019, -0.001, -0.031], [0.002, -0.003, 0.012], [0.013, -0.017, -0.041], [0.023, -0.002, -0.027], [-0.055, 0.017, -0.068], [0.025, -0.010, 0.039], [-0.063, 0.008, -0.012], [0.003, 0.005, 0.026], [-0.002, 0.011, -0.006], [0.022, -0.011, 0.031], [0.030, -0.019, 0.016], [0.076, 0.106, 0.098], [-0.125, -0.043, -0.075], [0.060, -0.014, 0.010], [0.027, 0.027, 0.036], [0.030, -0.006, 0.003], [-0.033, -0.039, -0.014], [-0.025, -0.021, -0.026], [-0.099, -0.122, -0.031], [0.023, -0.096, -0.103], [-0.122, 0.083, -0.012], [0.009, 0.049, 0.014], [0.005, 0.014, 0.049], [0.055, -0.046, 0.015], [0.039, 0.040, 0.021], [0.008, 0.059, -0.074], [-0.024, -0.031, 0.092], [0.010, 0.032, -0.050], [0.005, 0.056, -0.078], [-0.005, 0.002, -0.010], [0.005, -0.032, 0.029], [-0.005, -0.013, 0.035], [0.076, 0.011, 0.003], [-0.008, 0.004, -0.001], [0.027, 0.006, 0.004], [-0.027, -0.011, -0.006], [0.005, 0.010, 0.010], [-0.033, -0.013, -0.011], [-0.044, -0.018, 0.008]]}

Record 2
{"formula": "C14H33O5PRuS5", "method": "ωB97M-V/def2-TZVPD", "homo_energy_ev": [-10.4438, -10.5363], "e_tot_ev": -91331.259, "s_squared": 0.769, "e_lumo_ev": [-3.383, -4.367], "fmax_ev_per_a": 0.82, "total_charge": 1, "multiplicity": 2, "de_lowest_kj_mol": 267.85, "homo_lumo_gap_ev": [7.061, 6.169], "elements": ["Ru", "S", "C", "S", "S", "C", "O", "P", "O", "C", "O", "C", "H", "H", "H", "H", "H", "H", "H", "H", "H", "O", "S", "C", "C", "C", "C", "H", "H", "H", "H", "H", "H", "H", "H", "C", "S", "C", "H", "H", "H", "H", "H", "H", "C", "C", "O", "C", "C", "H", "H", "H", "H", "H", "H", "H", "H", "H", "H"], "xyz": [[0.644, 0.304, -0.365], [4.300, -2.050, -2.072], [3.580, -1.555, -0.667], [2.891, 0.065, -0.444], [3.779, -2.710, 0.504], [-1.438, -1.102, -3.853], [-0.910, -1.591, -2.612], [0.486, -1.176, -1.954], [0.925, -2.579, -1.364], [0.974, -3.773, -2.168], [1.376, -0.949, -3.252], [1.947, 0.287, -3.695], [-1.563, -1.961, -4.511], [-0.769, -0.381, -4.315], [-2.401, -0.639, -3.665], [1.828, -3.723, -2.841], [0.049, -3.889, -2.730], [1.094, -4.601, -1.477], [1.490, 0.546, -4.649], [3.019, 0.145, -3.806], [1.777, 1.090, -2.977], [0.225, -0.962, 1.145], [1.258, -1.323, 2.253], [0.897, -3.053, 2.614], [-0.103, -3.086, 3.761], [0.309, -1.947, 4.692], [0.495, -0.729, 3.790], [1.856, -3.498, 2.887], [0.566, -3.493, 1.674], [-0.090, -4.053, 4.260], [-1.114, -2.917, 3.385], [1.243, -2.191, 5.202], [-0.440, -1.744, 5.456], [1.122, 0.058, 4.203], [-0.464, -0.315, 3.481], [-2.899, 2.903, -2.322], [-1.612, 1.710, -1.894], [-2.663, 0.508, -1.046], [-3.618, 2.447, -3.000], [-2.428, 3.746, -2.823], [-3.410, 3.260, -1.429], [-3.288, 1.022, -0.317], [-2.042, -0.220, -0.521], [-3.296, -0.032, -1.747], [1.847, 3.312, 0.264], [0.663, 3.328, 1.196], [-0.075, 2.103, 1.059], [-1.168, 2.004, 1.977], [-2.278, 2.997, 1.693], [2.375, 4.263, 0.325], [1.526, 3.183, -0.773], [2.553, 2.523, 0.521], [0.004, 4.166, 0.962], [0.981, 3.425, 2.240], [-0.784, 2.143, 2.995], [-1.527, 0.978, 1.884], [-2.012, 4.011, 1.987], [-3.171, 2.717, 2.252], [-2.517, 2.999, 0.631]], "forces_ev_per_angstrom": [[-0.577, 0.531, -0.228], [0.061, 0.024, 0.052], [-0.183, 0.209, -0.016], [0.548, 0.046, 0.007], [-0.052, -0.069, -0.008], [0.126, -0.160, -0.036], [-0.278, 0.248, 0.266], [0.414, -0.534, 0.062], [-0.019, -0.028, -0.146], [0.016, 0.034, 0.031], [-0.046, -0.043, -0.061], [-0.051, 0.024, 0.012], [-0.004, 0.032, -0.033], [-0.014, 0.008, -0.013], [-0.015, 0.022, 0.002], [0.014, 0.005, -0.016], [0.001, -0.011, -0.003], [0.020, -0.002, -0.007], [0.038, -0.002, -0.018], [0.001, 0.010, -0.012], [-0.019, -0.003, 0.002], [-0.261, -0.168, 0.391], [-0.038, 0.100, -0.326], [0.043, -0.093, 0.008], [-0.005, 0.025, -0.001], [-0.029, -0.004, -0.009], [-0.037, -0.071, 0.061], [-0.005, -0.010, 0.014], [0.019, 0.018, -0.016], [-0.001, -0.003, 0.001], [0.002, 0.004, -0.006], [0.004, -0.004, -0.006], [0.014, 0.005, 0.011], [-0.018, 0.005, 0.021], [-0.020, 0.024, -0.022], [0.053, 0.091, -0.062], [-0.110, -0.131, -0.065], [-0.006, 0.019, 0.114], [0.007, -0.015, 0.006], [0.025, -0.011, -0.001], [0.009, 0.002, 0.010], [0.012, -0.007, 0.014], [0.021, -0.011, -0.029], [-0.015, 0.012, -0.016], [0.015, -0.004, -0.030], [-0.055, 0.059, -0.038], [0.438, -0.112, 0.143], [-0.003, -0.068, 0.018], [-0.001, 0.019, -0.020], [-0.005, 0.008, -0.002], [-0.015, 0.009, 0.008], [-0.009, 0.029, 0.033], [0.000, -0.010, -0.005], [0.000, -0.004, -0.015], [0.003, -0.050, 0.001], [-0.016, 0.024, -0.028], [0.008, -0.001, 0.006], [0.004, -0.003, 0.013], [-0.010, -0.013, -0.010]]}

Record 3
{"formula": "C14H34Cl4N4O8", "method": "ωB97M-V/def2-TZVPD", "homo_energy_ev": [-12.6230, -12.6229], "e_tot_ev": -87476.619, "s_squared": 0.755, "e_lumo_ev": [-3.136, -10.304], "fmax_ev_per_a": 4.71, "total_charge": 1, "multiplicity": 2, "homo_lumo_gap_ev": [9.487, 2.319], "elements": ["C", "C", "C", "C", "C", "C", "H", "H", "H", "H", "H", "H", "H", "H", "H", "H", "H", "H", "H", "H", "Cl", "C", "C", "Cl", "H", "H", "H", "H", "Cl", "C", "C", "Cl", "H", "H", "H", "H", "C", "N", "O", "O", "H", "H", "H", "C", "N", "O", "O", "H", "H", "H", "C", "N", "O", "O", "H", "H", "H", "C", "N", "O", "O", "H", "H", "H"], "xyz": [[20.767, -9.154, 1.844], [21.750, -8.669, 2.891], [21.048, -8.228, 4.202], [21.832, -7.540, 5.297], [22.112, -6.077, 5.008], [22.215, -5.164, 6.308], [21.186, -9.550, 0.919], [20.043, -8.358, 1.670], [20.180, -9.979, 2.246], [22.355, -9.548, 3.112], [22.401, -7.926, 2.431], [20.793, -9.177, 4.674], [20.110, -7.688, 4.078], [21.110, -7.536, 6.113], [22.739, -8.040, 5.635], [23.052, -6.044, 4.457], [21.205, -5.709, 4.528], [21.333, -5.286, 6.937], [23.115, -5.443, 6.855], [22.231, -4.079, 6.202], [21.332, -7.966, -3.019], [21.769, -8.754, -1.513], [23.240, -8.612, -1.136], [23.803, -6.881, -1.165], [21.629, -9.820, -1.692], [20.987, -8.379, -0.853], [23.933, -9.225, -1.711], [23.201, -8.899, -0.085], [21.442, -2.122, -1.127], [20.771, -3.296, 0.050], [20.849, -2.844, 1.486], [22.563, -2.473, 1.878], [21.177, -4.292, -0.125], [19.720, -3.156, -0.204], [20.558, -3.682, 2.120], [20.272, -1.952, 1.728], [19.355, -10.210, -5.562], [18.896, -10.362, -4.162], [17.860, -9.935, -3.813], [19.652, -10.996, -3.387], [19.512, -11.272, -5.749], [20.330, -9.736, -5.668], [18.487, -9.746, -6.032], [11.025, -6.723, -1.222], [12.274, -6.138, -1.869], [12.074, -5.629, -3.003], [13.260, -5.989, -1.175], [11.238, -6.789, -0.156], [10.937, -7.759, -1.547], [10.124, -6.157, -1.457], [15.706, -2.863, -5.800], [15.079, -4.020, -5.151], [14.544, -4.928, -5.741], [14.976, -3.889, -3.928], [16.740, -2.787, -5.465], [15.142, -1.973, -5.520], [15.659, -3.030, -6.876], [16.726, -6.721, -1.809], [18.061, -6.426, -1.090], [18.716, -7.380, -0.771], [18.534, -5.293, -1.288], [17.028, -7.285, -2.691], [16.169, -5.819, -2.067], [15.979, -7.206, -1.180]], "forces_ev_per_angstrom": [[-0.948, -0.053, 0.494], [0.034, -0.186, -0.028], [0.765, -1.433, -0.208], [-0.456, 0.883, 0.563], [-0.097, 1.164, 1.567], [0.178, -0.940, -0.446], [0.186, 0.351, 0.106], [-0.045, 0.014, -0.571], [-0.078, -0.100, 0.138], [0.462, 0.226, 0.307], [0.098, 0.306, 0.250], [-0.542, -0.190, -0.140], [-0.002, 0.105, -0.455], [0.229, -0.185, 0.493], [-0.076, -0.288, -0.153], [-0.319, 0.629, -0.524], [0.350, 0.197, -0.899], [0.035, -0.554, 0.124], [-0.133, 0.018, 0.282], [0.329, 0.000, -0.813], [-0.042, 0.422, -1.097], [0.138, -0.506, -0.721], [-1.063, 0.904, 0.876], [-0.116, -0.613, 0.047], [-0.299, -0.064, 0.184], [0.755, -0.109, 0.544], [-0.246, 0.236, -0.029], [0.725, -0.113, 0.028], [0.139, -0.330, 0.781], [-0.008, 0.415, -0.178], [0.748, 0.256, 0.256], [-0.194, -0.155, -0.228], [-0.067, 0.237, -0.255], [-0.578, -0.708, -0.366], [-0.099, 0.108, 0.154], [-0.001, -0.132, -0.251], [-0.563, -0.938, 0.355], [3.942, -1.504, 2.087], [-2.660, 1.336, 0.228], [-0.695, 0.825, -1.394], [-0.163, 0.134, -1.015], [-0.371, 0.335, 0.410], [0.577, -0.118, -0.578], [0.833, -0.939, 0.450], [-2.131, 2.430, -1.490], [1.045, -1.556, 2.361], [-0.015, -0.570, -0.657], [-0.109, 0.358, -0.102], [-0.072, 0.156, -0.365], [0.492, 0.087, -0.184], [0.374, 0.012, -1.319], [-1.745, 0.101, 2.419], [0.800, 0.214, -0.878], [0.708, -0.181, -0.442], [-0.202, -0.049, 0.059], [0.065, -0.237, 0.073], [0.079, 0.111, 0.107], [-0.651, 0.630, 0.597], [-0.115, 0.512, -3.056], [-0.097, -0.008, 1.076], [-0.521, -0.543, 1.127], [-0.147, -0.101, 0.272], [0.822, 0.400, -0.200], [0.762, -0.708, 0.227]]}